1.
{
  "formula": "C42H48BrN11O3P2",
  "method": "the ωB97M-V functional and the def2-TZVPD basis",
  "species": ["C", "H", "H", "C", "H", "O", "C", "H", "C", "C", "C", "H", "H", "C", "C", "H", "H", "C", "P", "H", "C", "Br", "C", "C", "C", "C", "N", "C", "C", "H", "H", "H", "H", "H", "H", "C", "C", "H", "H", "C", "H", "C", "H", "H", "H", "C", "C", "H", "N", "H", "H", "H", "H", "O", "H", "H", "C", "H", "C", "H", "C", "H", "C", "H", "C", "H", "H", "H", "C", "C", "H", "N", "N", "C", "C", "P", "C", "C", "H", "N", "C", "N", "H", "C", "C", "H", "O", "H", "N", "H", "H", "H", "C", "C", "C", "C", "H", "C", "H", "N", "H", "C", "N", "H", "H", "N", "N"],
  "coordinates": [[-6.285340, -5.214218, 4.751142], [10.138471, -0.882760, -1.807135], [-1.991925, 5.670045, 3.744072], [0.075414, 1.958192, -3.049884], [-4.763034, 3.086552, -3.526812], [3.204398, 1.131290, 1.445167], [-5.661650, -4.295441, 5.583109], [-1.308868, 2.202138, -1.171086], [-6.112675, -2.545432, 0.183613], [-6.204884, -1.161523, 0.137121], [-5.684772, -2.950100, 5.243344], [9.713968, 1.513057, 5.070544], [-8.559118, 6.054965, -2.710636], [-6.455204, 5.667478, -2.497716], [-2.426915, 0.966407, -2.688695], [0.085805, -0.082306, 2.443029], [-2.092456, -0.105680, -2.476948], [-1.324557, 2.094224, -2.306855], [-0.046177, -0.006961, 0.092814], [0.392184, -3.389287, -0.434593], [10.273542, 1.185033, 4.203255], [-2.139917, 3.832225, -2.964240], [12.244075, 1.191826, 2.844542], [11.597976, 0.307338, 1.996087], [-5.365863, -0.477525, -0.727541], [1.514623, -0.227250, -3.037185], [-4.462927, -1.075777, -1.523536], [-3.620864, 5.510983, 0.309606], [-2.425505, 5.618866, 2.750036], [-7.015068, 2.396595, -4.354623], [-3.654923, -2.873984, -2.108373], [0.450439, 3.007303, -3.378502], [-4.132562, 5.475362, -0.644956], [-0.114455, 1.395294, -4.049696], [0.569640, -1.539743, 1.700226], [-7.743578, 5.371548, -2.912597], [8.483015, -2.098777, -2.443530], [8.971581, -2.473313, -3.337573], [8.921472, -0.076134, 0.217878], [-6.336925, -2.579913, 4.078529], [2.204268, -4.444497, -1.791253], [-4.313404, 5.809066, 1.472436], [-3.335246, 1.183425, -1.999390], [-0.584483, 5.126602, 1.755108], [-5.402495, 0.605276, -0.802017], [1.429078, -6.430643, -1.503660], [8.449874, -0.768930, -0.469542], [2.324846, -1.462257, -0.671262], [7.235073, -2.554285, -2.240192], [-6.753234, -3.115941, 0.846916], [6.599285, -0.893517, 0.632403], [-5.378985, 6.015224, 1.450810], [3.641432, 2.024331, 1.397152], [4.258694, 1.243978, -1.075522], [-5.162297, -4.624599, 6.488094], [12.035871, 2.331771, 4.656560], [-7.957464, 4.180361, -3.591390], [12.086694, -0.067470, 1.102318], [11.564235, 1.637860, 3.968967], [4.746508, 0.545719, -1.595199], [-0.542919, -5.282680, -0.024220], [-6.912800, -0.626478, 0.758240], [6.600181, -2.108142, -1.142447], [5.594989, -2.492888, -1.000718], [-2.258992, 5.260769, 0.402374], [-6.287435, -6.271327, 4.986399], [13.252694, 1.523962, 2.631713], [8.710957, -0.087325, 3.438107], [7.158781, -1.221501, -0.235337], [1.244908, 1.130877, -0.706766], [-6.385387, -1.539616, 3.772038], [-3.744408, 5.866882, 2.688385], [3.187470, -1.052607, -0.278394], [-5.190282, -3.190197, -0.628890], [-4.393656, -2.416455, -1.457111], [2.998668, 0.524017, -0.158495], [0.423535, -4.462318, -0.584032], [-5.633350, 3.717022, -3.369428], [-5.092224, -4.268818, -0.618193], [1.836608, -1.383796, -3.239901], [9.129579, -1.214732, -1.594429], [0.875653, 3.730883, 0.297761], [-1.347372, -4.868782, 0.576367], [1.194127, 2.663920, -0.176316], [-6.907920, -4.744357, 3.606156], [2.198555, -6.924324, -2.084376], [-0.254132, -1.492466, -0.732045], [-1.683891, 5.025005, -0.488594], [-5.397516, 4.866050, -2.710529], [-7.406455, -5.424059, 2.922394], [0.371254, -8.242758, -1.009339], [-2.780195, 1.138431, -3.777723], [9.715975, 0.298096, 3.296612], [1.428621, -5.052812, -1.337739], [0.415884, -7.163258, -0.905925], [-1.644316, 5.315546, 1.646145], [2.237345, 1.805286, -2.574162], [-6.883654, 3.333515, -3.827419], [-5.207682, -2.206300, 5.869455], [-0.567456, -6.618082, -0.170241], [-8.952000, 3.914159, -3.933252], [1.275253, 1.207235, -2.304243], [-6.947165, -3.447916, 3.254225], [-6.237322, 6.588490, -1.965953], [-0.569529, -1.379516, -1.657726], [0.631985, -0.500217, 1.675189], [10.350349, -0.148486, 2.199647]],
  "forces_ev_per_a": [[0.0604, 0.1030, 0.0745], [-0.0500, -0.0266, -0.0082], [0.0358, -0.0035, -0.0526], [-0.2273, 0.4335, -1.0212], [-0.1124, 0.0323, -0.0086], [0.3861, 0.4450, -3.4675], [0.0386, -0.0207, 0.0697], [0.3427, -0.0540, -1.6798], [-0.1392, -0.1664, 0.0024], [0.0667, -0.1157, -0.0415], [-0.0119, -0.1537, 0.0196], [0.0125, -0.0385, -0.0580], [0.0663, -0.0207, -0.0006], [0.5683, -0.2791, -0.0400], [-0.3317, 1.3179, 0.5321], [0.1390, -0.3773, -0.7795], [-0.4101, 1.5467, -0.4427], [-0.7440, -0.6681, -0.3181], [-2.8310, 0.0950, 1.6676], [0.0232, -0.3620, -0.0339], [0.1471, 0.0382, -0.0357], [0.5204, -0.8534, 0.3756], [-0.0796, 0.0363, 0.1095], [-0.5475, -0.2829, -0.0193], [0.4522, -0.1665, -0.3847], [1.6155, -4.0102, 1.5310], [-0.4976, -0.5014, 0.4549], [0.0664, 0.0135, -0.0244], [-0.6183, 0.1251, 0.0640], [0.0404, 0.0432, 0.0382], [-0.0445, -0.0602, 0.0268], [-0.6452, -1.8090, 0.8739], [0.0503, -0.0555, 0.0066], [0.2643, 0.9745, 1.7141], [0.3412, 0.9985, 0.2922], [-0.0149, -0.1199, -0.0703], [-0.5481, -0.2803, 0.0014], [0.0316, 0.0344, 0.0374], [-0.0219, -0.1425, -0.0473], [-0.3101, -0.2414, -0.4620], [-0.0552, -0.0209, 0.0290], [0.2199, 0.0423, 0.6165], [1.5822, -0.5806, -1.2750], [-0.0784, 0.0169, -0.0134], [-0.0489, 0.0021, 0.0533], [-0.0300, 0.1470, 0.0191], [0.0216, 0.2126, 0.0361], [0.6156, -0.0429, 0.3087], [0.3722, 0.4659, 0.3805], [0.0730, 0.1181, -0.0026], [-0.0248, -0.0541, -0.0518], [0.0214, -0.0162, -0.0524], [-0.5006, -1.0394, 0.1060], [-1.6392, -0.6789, 1.1511], [-0.0361, 0.0226, -0.0686], [-0.0343, -0.0504, -0.0513], [-0.0839, -0.0296, -0.0316], [0.0346, 0.0363, 0.0426], [0.0312, 0.0532, 0.0576], [-0.9230, 0.5799, 0.9373], [-0.0746, -0.6332, -0.0250], [0.0324, -0.0189, -0.0448], [0.0338, -0.3749, -0.5011], [0.0149, 0.1082, 0.0691], [0.1424, -0.0286, -0.0271], [-0.0090, 0.0588, -0.0421], [-0.0603, -0.0329, -0.0108], [0.0285, 0.0439, 0.0400], [0.1541, 0.0637, -0.0978], [3.4606, 1.7892, -0.4330], [0.0481, -0.0234, 0.0564], [0.3165, -0.1483, -0.5051], [-1.1162, 2.0924, 0.0004], [-0.0438, 0.1452, 0.0454], [0.0763, 0.5754, -0.0944], [2.1632, -1.6539, 0.7565], [0.1530, -0.0704, 0.0119], [0.2359, 0.4541, 0.3218], [0.0193, 0.0593, -0.0174], [-2.0392, 6.4857, 0.6189], [-0.1412, 0.0045, 0.0872], [2.0888, -5.4125, -2.5473], [0.0318, 0.0445, -0.0257], [-2.8376, 1.9108, 1.5259], [-0.0967, 0.5417, -0.2664], [-0.0536, 0.0074, 0.0361], [1.3118, 1.7666, 0.3412], [-0.0638, 0.0562, 0.1671], [-0.7509, -0.2345, -0.2957], [0.0276, -0.0287, 0.0635], [0.0507, 0.0360, -0.0218], [0.7840, -0.6035, 1.7477], [0.1510, -0.2870, -0.5118], [0.0964, 0.0197, -0.0546], [-0.4994, 0.1387, 0.3577], [-0.1004, 0.0238, -0.0358], [-1.6166, -1.1675, 0.4654], [-0.1230, 0.1381, 0.0585], [-0.0419, -0.0216, -0.0559], [0.4525, 0.3507, -0.2867], [0.0690, 0.0227, 0.0256], [0.8349, -0.4020, -1.9202], [0.3143, -0.2623, 0.6635], [-0.0653, -0.0037, -0.0101], [0.2708, 0.0575, 0.8337], [-0.6049, -0.7214, -2.0687], [0.3748, 0.5223, 0.5189]],
  "lowdin_charge": [-0.07, 0.10, 0.10, -0.22, 0.04, -0.21, -0.08, 0.05, -0.08, -0.07, -0.07, 0.10, 0.10, -0.15, -0.16, 0.04, 0.05, -0.66, 0.92, 0.05, -0.07, 0.71, -0.07, -0.15, -0.15, -0.14, 0.04, -0.07, -0.16, 0.10, 0.10, 0.10, 0.06, 0.13, 0.05, -0.07, -0.16, 0.10, 0.07, -0.15, 0.10, -0.16, 0.07, 0.06, 0.10, -0.08, -0.08, -0.05, 0.05, 0.08, 0.10, 0.10, 0.08, -0.23, 0.11, 0.11, -0.08, 0.10, -0.08, 0.08, -0.16, 0.10, -0.17, 0.08, -0.10, 0.10, 0.10, 0.10, -0.08, -0.52, 0.10, 0.04, -0.16, -0.07, -0.15, 0.65, -0.08, -0.17, 0.10, 0.15, -0.08, 0.18, 0.10, -0.17, -0.15, 0.10, -0.35, 0.03, 0.04, 0.10, 0.10, 0.09, -0.15, -0.07, -0.16, -0.09, 0.14, -0.07, 0.10, 0.05, 0.11, -0.28, 0.04, 0.10, 0.05, -0.16, 0.05],
  "total_charge": 0,
  "smiles": "C[C@H](Br)C[C@H](C#N)[C@@](C#N)(P(N)O)P(=N)(O)O.c1ccncc1.c1ccncc1.c1ccncc1.c1ccncc1.c1ccncc1.c1ccncc1.c1ccncc1",
  "lumo_energy_ev": -0.1964,
  "e_tot_ev": -155482.8445
}

***

2.
{
  "formula": "C8H21F3O4P2PdS",
  "method": "the ωB97M-V functional and the def2-TZVPD basis",
  "species": ["P", "C", "C", "C", "H", "H", "C", "F", "C", "H", "H", "H", "H", "H", "Pd", "P", "C", "H", "S", "O", "H", "H", "O", "H", "F", "H", "H", "H", "O", "H", "H", "C", "H", "H", "H", "H", "F", "H", "C", "O"],
  "coordinates": [[-0.086960, -2.115174, 0.886176], [-0.440555, 1.056629, 1.900551], [-0.075065, -2.102826, 2.684685], [-1.041061, -3.543786, 0.360772], [-2.531852, 2.246211, -2.998091], [-3.406642, 1.232185, -1.801392], [0.337223, 1.873656, -2.451956], [4.040449, 3.051788, 1.185392], [1.606636, -2.506177, 0.402517], [0.582370, 0.988928, -3.062012], [-2.099587, -3.408752, 0.615660], [-0.947005, -3.658699, -0.730195], [2.297831, -1.684789, 0.614812], [-0.006421, 2.731489, -3.060332], [-1.189510, -0.249794, 0.531605], [-1.045975, 1.470287, -1.335113], [2.832538, 2.613422, 1.527618], [2.890986, 0.327825, -2.306015], [2.905897, 0.788101, 1.985133], [-0.625362, 1.985179, 2.536089], [0.214037, -3.122817, 2.974258], [-1.073016, -1.824813, 3.053532], [3.443407, 0.138243, 0.829530], [-0.607725, -4.402039, 0.892407], [1.995988, 2.890568, 0.511314], [-1.551053, 3.777061, -1.219208], [1.862832, -3.397589, 0.985576], [3.199648, -0.189081, -1.863751], [3.671800, 0.783743, 3.208236], [-0.315299, 3.319629, 0.032431], [-2.356800, 0.443245, -3.083020], [-1.272250, 3.032055, -0.444544], [1.624926, -2.708979, -0.670160], [1.203067, 2.159241, -1.831302], [-0.458314, -0.059666, -0.943000], [0.648901, -1.335020, 3.008869], [2.418119, 3.341805, 2.590925], [-2.081078, 2.950296, 0.303600], [-2.485574, 1.311226, -2.408836], [1.464144, 0.439938, 2.171519]],
  "forces_ev_per_a": [[1.1918, -1.9949, 0.5093], [-1.3626, 2.0401, 0.3741], [-0.0839, 0.4329, 0.0663], [-0.3070, 0.1676, -0.3368], [0.0639, -0.4234, 0.1215], [0.4649, -0.1059, -0.3958], [0.0912, -0.4908, 0.4961], [-0.9172, -1.3188, 0.2776], [-0.1945, 0.5583, -0.2615], [-0.0265, 0.5338, 0.0603], [0.2598, -0.2116, 0.0123], [-0.0213, -0.1437, 0.3931], [-0.1654, -0.2823, 0.0127], [0.2493, -0.4476, 0.1936], [-1.9686, 1.3269, -0.2394], [-0.8019, 0.6374, -0.6861], [0.8809, 5.9291, 0.4078], [0.1038, -0.1557, 0.0785], [-3.3034, -4.0469, -1.6740], [0.3770, -1.1345, -0.4587], [-0.1190, 0.2986, 0.2981], [0.2704, -0.3590, 0.1411], [0.4802, 0.8117, -0.0458], [-0.2151, 0.0008, -0.2323], [0.5162, -1.6446, 0.9120], [0.2108, -0.3434, 0.3758], [0.1163, 0.0533, -0.1953], [-0.0785, 0.1349, -0.1033], [1.1005, 1.1739, 1.3339], [-0.6693, 0.0096, -0.2075], [-0.2631, 0.4522, 0.3047], [0.0890, 0.2017, 0.5903], [0.1255, -0.1609, 0.1026], [-0.2429, -0.0913, -0.4334], [1.1249, 0.4316, -0.6052], [-0.3045, -0.6745, 0.0542], [0.2174, -1.7134, -1.0459], [0.4219, 0.1370, -0.3709], [-0.2855, -0.3541, -0.0428], [2.9744, 0.7658, 0.2187]],
  "lowdin_spin": [0.29, 0.27, 0.08, 0.08, 0.01, 0.01, 0.03, 0.05, 0.04, 0.00, 0.01, 0.00, 0.00, 0.01, 1.43, 0.29, 0.15, 0.00, 0.09, 0.07, 0.02, 0.01, 0.07, 0.02, 0.06, 0.01, 0.01, 0.00, 0.48, 0.00, 0.00, 0.07, 0.00, 0.00, 0.15, 0.00, 0.04, 0.01, 0.06, 0.10],
  "multiplicity": 5,
  "total_charge": 2,
  "lumo_energy_ev": [-6.7252, -12.8494],
  "e_tot_ev": -57846.4215
}

***

3.
{
  "formula": "C14H19N2O3PtS",
  "method": "the ωB97M-V functional and the def2-TZVPD basis",
  "species": ["C", "N", "S", "C", "C", "H", "H", "O", "H", "H", "O", "H", "C", "H", "O", "H", "H", "C", "H", "C", "H", "C", "C", "Pt", "C", "C", "C", "H", "H", "H", "C", "N", "C", "H", "H", "H", "C", "H", "H", "H"],
  "coordinates": [[6.078419, 6.120069, 6.636241], [5.953049, 7.211717, 5.830502], [11.655810, 6.385395, 9.613259], [7.089821, 5.837553, 10.741469], [11.393177, 5.695155, 11.250417], [5.131498, 11.426682, 6.472380], [12.295844, 5.250917, 11.579267], [6.911146, 12.098970, 5.656672], [9.177107, 11.896323, 5.301654], [9.377162, 10.912624, 6.899405], [12.727695, 7.429659, 9.896895], [9.945946, 7.848930, 8.881703], [9.999381, 7.142928, 9.695324], [8.091974, 4.008616, 10.138435], [5.580231, 8.108917, 8.591871], [10.586760, 4.948882, 11.202065], [7.495039, 4.244697, 7.811330], [7.296357, 4.964186, 8.503421], [11.164614, 6.495947, 11.931171], [8.891043, 10.925536, 5.867919], [5.327440, 13.299610, 6.009604], [6.668320, 7.114104, 10.364206], [5.507836, 12.243054, 5.847581], [6.518366, 9.252588, 6.247957], [7.487858, 4.788602, 9.891985], [6.661791, 6.130914, 7.999242], [6.314395, 7.209616, 8.878755], [6.203300, 4.067183, 6.308352], [5.395013, 4.827890, 3.755197], [9.221039, 10.089185, 5.246599], [5.850436, 5.358347, 4.503916], [6.019954, 4.992895, 5.889336], [7.380222, 10.862702, 5.846518], [7.496262, 5.757457, 11.787530], [5.365432, 7.432430, 3.903814], [4.992643, 12.074106, 4.935847], [5.739169, 6.673137, 4.592211], [6.188948, 7.762340, 10.985519], [9.808099, 7.605477, 10.634003], [9.258197, 6.340323, 9.606520]],
  "forces_ev_per_a": [[2.2302, 1.2361, 1.0914], [-0.4470, -1.6247, 0.8970], [0.2194, 1.3508, 1.5206], [2.2649, -1.4256, 2.6056], [-0.6326, -0.8240, -0.4234], [0.1128, 0.7007, 0.7417], [0.9640, -0.6495, 0.2051], [-0.1508, -0.0089, -0.1945], [-0.0148, -1.3150, 1.0122], [-0.9246, -0.0887, -1.3449], [-0.9246, -0.6992, -0.6938], [-0.3140, 0.1804, -0.2724], [0.4085, -0.6051, -1.0623], [1.2211, -2.2766, 1.4642], [-1.9258, 2.8475, -1.7009], [0.1720, 0.2365, 0.1533], [0.9158, -2.1865, -1.5004], [-0.8281, 1.6287, 1.0108], [-0.2565, 0.3922, 0.1090], [0.6491, 1.5957, -1.1506], [-0.0656, 0.0252, 1.0330], [0.5864, -2.7290, -4.3396], [0.0808, -0.1097, -0.5724], [0.1397, 0.0793, -0.9751], [-1.8532, 3.9501, -1.4607], [-1.1417, -0.6630, -1.7012], [1.2252, -1.4223, 3.5164], [-0.2585, 1.0273, -0.7016], [-0.5124, -1.8703, -1.3969], [0.3555, -0.0036, 0.4277], [0.2313, -0.1047, 3.3236], [0.0159, -1.4159, -0.8000], [0.1250, -0.5739, 2.1926], [-0.7942, -0.1802, -0.6890], [0.4849, -0.6964, -0.4914], [-0.2989, -0.4000, -1.3951], [-0.6295, 3.9315, -0.4127], [-0.9256, 1.9100, 1.6291], [0.2331, 0.5934, 0.7495], [0.2627, 0.1875, -0.4039]],
  "lowdin_spin": [0.05, 0.08, 0.00, 0.14, 0.00, 0.00, 0.00, 0.00, 0.00, 0.00, 0.00, 0.00, 0.01, 0.01, 0.24, 0.00, 0.02, 0.26, 0.00, 0.00, 0.00, 0.37, 0.00, 0.01, 0.27, 0.27, 0.09, 0.00, 0.01, 0.00, 0.05, 0.05, 0.01, 0.01, 0.00, 0.00, 0.00, 0.03, 0.00, 0.01],
  "multiplicity": 3,
  "total_charge": -1,
  "de_lowest_kcal_mol": 70.1,
  "lumo_energy_ev": [2.8378, 1.5421],
  "e_tot_ev": -38025.3623
}

***

What is the formula in the second record? C8H21F3O4P2PdS